{
  "formula": "C3N2O4",
  "method": "ωB97M-V with the def2-TZVPD basis set",
  "e_above_lowest_ev": 3.044,
  "gap_ha": 0.215,
  "charge": -2,
  "e_lumo_ha": 0.2452,
  "species": ["C", "C", "C", "N", "N", "O", "O", "O", "O"],
  "positions_angstrom": [[0.86, -1.35, -0.08], [0.46, -0.07, -0.13], [-1.89, 0.11, 0.04], [0.99, -2.52, -0.09], [1.11, 1.05, 0.03], [-2.16, -0.02, 1.20], [0.50, 2.18, 0.03], [-2.31, 0.25, -1.07], [2.40, 1.06, 0.18]]
}

{
  "formula": "C40H100AsF12N9O20S6",
  "method": "ωB97M-V with the def2-TZVPD basis set",
  "gap_ha": 0.246,
  "e_lumo_ha": -0.0240,
  "species": ["C", "C", "N", "C", "C", "C", "C", "C", "O", "C", "H", "H", "H", "H", "H", "H", "H", "H", "H", "H", "H", "H", "H", "H", "H", "H", "H", "H", "H", "H", "C", "C", "N", "C", "C", "C", "C", "C", "O", "C", "H", "H", "H", "H", "H", "H", "H", "H", "H", "H", "H", "H", "H", "H", "H", "H", "H", "H", "H", "H", "C", "C", "N", "C", "C", "C", "C", "C", "O", "C", "H", "H", "H", "H", "H", "H", "H", "H", "H", "H", "H", "H", "H", "H", "H", "H", "H", "H", "H", "H", "C", "C", "N", "C", "C", "C", "C", "C", "O", "C", "H", "H", "H", "H", "H", "H", "H", "H", "H", "H", "H", "H", "H", "H", "H", "H", "H", "H", "H", "H", "C", "C", "N", "C", "C", "C", "C", "C", "O", "C", "H", "H", "H", "H", "H", "H", "H", "H", "H", "H", "H", "H", "H", "H", "H", "H", "H", "H", "H", "H", "As", "F", "F", "F", "F", "F", "F", "N", "S", "O", "O", "F", "S", "O", "O", "F", "N", "S", "O", "O", "F", "S", "O", "O", "F", "N", "S", "O", "O", "F", "S", "O", "O", "F", "N", "O", "O", "O"],
  "positions_angstrom": [[-0.74, -8.02, 2.23], [0.46, -7.74, 3.22], [0.21, -8.16, 4.68], [0.18, -9.69, 4.76], [1.43, -7.71, 5.48], [1.21, -7.79, 6.97], [-1.16, -7.61, 5.19], [-1.52, -6.12, 5.01], [-0.45, -5.30, 5.43], [-0.91, -3.99, 5.66], [-1.27, -8.95, 2.45], [-0.34, -8.07, 1.21], [-1.50, -7.24, 2.14], [0.62, -6.66, 3.22], [1.34, -8.28, 2.87], [0.01, -10.07, 5.77], [1.06, -10.20, 4.39], [-0.70, -10.09, 4.24], [1.48, -6.65, 5.22], [2.26, -8.26, 5.04], [2.16, -7.53, 7.42], [0.95, -8.74, 7.44], [0.55, -7.01, 7.34], [-1.24, -7.90, 6.24], [-1.86, -8.30, 4.71], [-2.38, -5.97, 5.66], [-1.76, -5.93, 3.97], [-1.35, -3.52, 4.78], [0.00, -3.39, 5.74], [-1.54, -3.82, 6.53], [3.33, 0.99, -0.05], [2.85, 0.40, 1.32], [1.35, 0.06, 1.44], [0.82, -0.49, 0.06], [1.00, -0.99, 2.61], [1.51, -0.67, 4.03], [0.65, 1.39, 1.83], [-0.89, 1.17, 1.99], [-1.17, 1.04, 3.37], [-2.58, 0.93, 3.61], [3.05, 0.31, -0.86], [4.41, 1.03, -0.17], [2.92, 1.99, -0.19], [3.10, 0.95, 2.23], [3.21, -0.63, 1.32], [1.59, -1.24, -0.14], [0.91, 0.30, -0.69], [-0.13, -1.01, 0.10], [1.46, -1.95, 2.36], [-0.05, -1.26, 2.50], [1.05, -1.32, 4.78], [1.18, 0.27, 4.46], [2.58, -0.83, 4.09], [0.85, 2.01, 0.96], [1.07, 1.71, 2.78], [-1.31, 0.35, 1.42], [-1.39, 2.06, 1.61], [-3.28, 1.65, 3.19], [-2.87, 0.93, 4.66], [-2.81, 0.01, 3.07], [5.80, 5.99, -6.87], [5.49, 4.74, -5.92], [4.13, 4.87, -5.21], [4.03, 6.06, -4.18], [3.06, 4.93, -6.30], [1.60, 4.90, -5.66], [3.88, 3.48, -4.51], [4.98, 2.95, -3.58], [5.38, 3.95, -2.64], [6.25, 3.51, -1.76], [4.94, 6.31, -7.46], [6.52, 5.64, -7.62], [6.16, 6.81, -6.27], [6.21, 4.58, -5.12], [5.46, 3.90, -6.61], [4.91, 6.14, -3.54], [3.09, 5.93, -3.64], [4.13, 6.89, -4.88], [3.24, 4.10, -6.98], [3.13, 5.85, -6.87], [1.37, 3.98, -5.12], [0.85, 4.86, -6.45], [1.48, 5.76, -5.00], [3.54, 2.74, -5.23], [3.01, 3.66, -3.87], [5.84, 2.54, -4.10], [4.58, 2.12, -3.00], [5.98, 2.63, -1.17], [6.43, 4.29, -1.02], [7.21, 3.34, -2.24], [-2.16, 5.09, 1.79], [-3.63, 5.57, 1.53], [-3.82, 6.74, 0.56], [-2.81, 7.87, 0.82], [-3.52, 6.23, -0.85], [-4.51, 5.29, -1.60], [-5.29, 7.27, 0.70], [-5.62, 8.48, -0.12], [-5.37, 8.41, -1.50], [-6.49, 8.62, -2.39], [-2.09, 4.43, 2.66], [-1.55, 5.96, 2.05], [-1.62, 4.52, 1.04], [-4.14, 5.88, 2.44], [-4.22, 4.73, 1.15], [-3.14, 8.32, 1.76], [-3.01, 8.63, 0.06], [-1.79, 7.49, 0.78], [-2.59, 5.67, -0.74], [-3.19, 7.06, -1.48], [-4.56, 4.36, -1.04], [-4.16, 5.34, -2.63], [-5.50, 5.75, -1.65], [-5.40, 7.46, 1.77], [-5.96, 6.45, 0.45], [-5.10, 9.38, 0.20], [-6.67, 8.72, 0.03], [-6.90, 9.63, -2.45], [-7.36, 8.06, -2.05], [-6.13, 8.34, -3.38], [2.90, -3.51, -3.33], [1.51, -3.34, -2.54], [0.84, -4.69, -2.25], [-0.05, -4.42, -1.04], [-0.03, -5.13, -3.51], [-1.55, -4.56, -3.59], [1.91, -5.82, -2.01], [1.52, -7.10, -1.23], [0.32, -7.59, -1.79], [0.05, -8.98, -1.55], [3.76, -3.60, -2.67], [3.09, -2.61, -3.93], [2.92, -4.39, -3.97], [0.73, -2.76, -3.04], [1.76, -2.87, -1.59], [-0.71, -3.58, -1.28], [0.47, -4.19, -0.11], [-0.73, -5.26, -0.87], [0.05, -6.22, -3.57], [0.50, -4.66, -4.33], [-2.23, -4.81, -2.78], [-2.11, -4.75, -4.51], [-1.48, -3.48, -3.72], [2.66, -5.29, -1.43], [2.26, -6.12, -3.00], [1.40, -6.82, -0.19], [2.36, -7.80, -1.29], [0.76, -9.61, -2.08], [-0.96, -9.12, -1.93], [-0.09, -9.36, -0.54], [-3.87, -2.88, 0.76], [-5.43, -3.58, 1.48], [-3.48, -2.11, 2.31], [-2.25, -2.26, 0.16], [-4.45, -3.62, -0.79], [-4.54, -1.29, 0.22], [-3.12, -4.45, 1.15], [3.10, -3.10, 0.82], [4.66, -3.31, 0.14], [4.93, -4.36, -0.84], [5.77, -2.86, 0.92], [4.56, -2.06, -0.89], [3.35, -4.27, 1.65], [3.85, -3.95, 2.94], [3.56, -5.60, 1.11], [1.76, -4.32, 1.98], [-7.18, 4.95, 2.17], [-7.41, 3.82, 1.18], [-8.21, 2.67, 1.57], [-6.52, 3.65, 0.02], [-8.56, 4.73, 0.44], [-6.80, 3.97, 3.49], [-5.58, 3.17, 3.36], [-7.94, 3.45, 4.26], [-6.22, 5.21, 4.37], [0.08, 5.81, -0.80], [0.22, 4.58, -1.61], [-0.23, 3.34, -0.97], [1.32, 4.53, -2.59], [-1.11, 4.79, -2.58], [1.37, 5.48, 0.26], [2.69, 5.96, -0.13], [1.37, 4.28, 1.09], [1.08, 6.62, 1.34], [1.34, 0.46, -4.01], [2.47, -0.05, -4.13], [0.42, -0.17, -3.60], [1.15, 1.60, -4.40]]
}